Record 1
{
  "formula": "C3H4N2S",
  "method": "ωB97M-V/def2-TZVPD",
  "gap_ev": 8.695,
  "max_force_ha_per_bohr": 0.098,
  "e_tot_ev": -16988.8043,
  "smiles": "S=C1CC=NN1",
  "species": ["S", "N", "N", "C", "C", "C", "H", "H", "H", "H"],
  "xyz": [[0.44172, 1.03101, 2.35977], [-0.20843, 1.30289, -0.25557], [-0.11263, 0.55899, -1.37324], [0.07372, -0.62391, -1.08143], [0.02415, -0.95432, 0.33965], [0.09271, 0.62288, 0.83224], [0.77398, -1.79193, 0.75382], [0.11394, 2.38391, -0.35943], [-0.01984, -1.42493, -1.82762], [-1.17932, -1.10459, 0.61181]],
  "forces_ev_per_a": [[-0.028, 0.678, 0.131], [1.337, 4.863, -0.015], [-0.233, 2.195, -2.954], [-0.712, -4.383, -0.553], [-1.458, 1.232, 2.089], [0.795, -3.633, 2.144], [-1.994, 2.290, -0.638], [-1.322, -3.536, 0.437], [0.491, 0.652, -0.068], [3.123, -0.358, -0.572]]
}

=====

Record 2
{
  "formula": "C3H5PS2",
  "method": "ωB97M-V/def2-TZVPD",
  "gap_ev": 6.317,
  "max_force_ha_per_bohr": 0.055,
  "e_tot_ev": -34149.1837,
  "species": ["S", "S", "P", "C", "C", "C", "H", "H", "H", "H", "H"],
  "xyz": [[3.35944, -1.09334, 0.51998], [1.68806, 2.06103, -0.05021], [2.60513, -0.24590, -1.03234], [-1.59922, -0.59577, 0.06238], [0.08509, 1.23871, 0.23703], [-0.24243, -0.01351, 0.05543], [-0.74303, 1.85605, 0.38975], [-1.81858, -0.84870, 1.09687], [-2.37120, -0.09013, -0.52393], [-1.40787, -1.49975, -0.42451], [0.44460, -0.76868, -0.33045]],
  "forces_ev_per_a": [[-0.441, 0.576, -1.397], [-0.534, -2.711, -0.506], [0.073, 1.397, 2.248], [-0.058, 0.340, 0.561], [2.059, 0.731, -0.794], [0.682, -0.707, -1.127], [-0.915, 1.501, 0.609], [-0.835, 0.127, -0.007], [0.024, 0.277, 0.607], [-0.492, -1.806, -0.741], [0.436, 0.275, 0.546]]
}

=====

Record 3
{
  "formula": "C3H6N2O2",
  "method": "ωB97M-V/def2-TZVPD",
  "gap_ev": 10.580,
  "max_force_ha_per_bohr": 0.109,
  "e_tot_ev": -10281.3627,
  "smiles": "O=C1NCCN1O",
  "species": ["O", "O", "N", "N", "C", "C", "C", "H", "H", "H", "H", "H", "H"],
  "xyz": [[-1.55543, 1.75254, 0.09778], [-2.07430, -0.83942, -0.27664], [-0.89591, -0.38144, 0.54424], [0.68540, 1.16129, -0.22547], [-0.64564, 0.96689, 0.15118], [1.34407, -0.07482, 0.00381], [0.20676, -1.11716, 0.07529], [1.06573, 2.06057, -0.16017], [0.03666, -1.31712, -1.00069], [2.14755, -0.18142, -0.69635], [0.24933, -2.13012, 0.57936], [-2.56390, -0.03134, -0.12771], [1.99969, 0.13154, 1.03537]],
  "forces_ev_per_a": [[-0.109, 0.590, 0.035], [1.762, 0.495, 1.538], [-1.151, 0.317, -1.075], [-3.844, -1.838, 0.239], [-0.040, 0.815, -0.586], [3.568, 0.663, 4.262], [1.267, -1.667, -1.535], [0.709, 1.095, 0.111], [-0.136, -0.290, 0.280], [0.024, -0.875, -0.753], [0.815, 1.449, -0.308], [-1.184, 0.517, -0.228], [-1.682, -1.272, -1.980]]
}

=====

Record 4
{
  "formula": "C3H3NOS2",
  "method": "ωB97M-V/def2-TZVPD",
  "gap_ev": 8.585,
  "max_force_ha_per_bohr": 0.052,
  "e_tot_ev": -28365.2567,
  "smiles": "S=C1ON=C[C@H]1S",
  "species": ["S", "S", "O", "N", "C", "C", "C", "H", "H", "H"],
  "xyz": [[-1.32661, -1.50083, -0.51000], [2.32320, -1.18812, -0.18872], [1.28354, 1.19401, -0.63347], [0.10790, 1.89109, -0.49824], [-0.76113, 1.18179, 0.11484], [1.09799, -0.07580, -0.16135], [-0.29264, -0.17361, 0.31565], [-0.26118, -0.40954, 1.39075], [-1.77810, 1.50286, 0.28641], [-0.39296, -2.42185, -0.11587]],
  "forces_ev_per_a": [[1.186, 0.278, 0.635], [-1.392, 1.055, 0.134], [0.124, -1.309, 0.177], [-1.393, 1.433, 0.592], [-0.021, 0.530, -1.383], [2.411, -0.868, -0.828], [-0.403, -1.612, 1.265], [-0.107, -0.147, -0.270], [0.164, 0.392, 0.007], [-0.569, 0.247, -0.329]]
}